No. 1
6 unconnected molecules or ions with the total composition H12O6. Source: the OMol25 dataset; level of theory: the ωB97M-V functional and the def2-TZVPD basis.

The calculation puts the highest occupied orbital energy at -10.332 eV. The energy relative to the best compared isomer or geometry (same formula, charge and spin) is 1.420 eV. As for the spin multiplicity: 1. The structure (SMILES) is O.O.O.O.O.O. The calculation puts the total energy at -458.62030 a.u.

Each atom is followed by the atoms it is bonded to, with distances in Å.
Geometry (Å):
1 O -0.359 0.545 -0.376  H2 0.973, H3 0.962
2 H -0.585 0.581 -1.322  O1 0.973
3 H 0.523 0.162 -0.354  O1 0.962
4 O -1.414 1.331 -2.992  H5 0.964, H6 0.963
5 H -2.082 2.025 -2.942  O4 0.964
6 H -1.208 1.248 -3.929  O4 0.963
7 O 0.993 -1.002 2.255  H8 0.965, H9 0.964
8 H 1.847 -1.056 1.808  O7 0.965
9 H 1.211 -0.742 3.157  O7 0.964
10 O 2.327 1.525 1.887  H11 0.964, H12 0.966
11 H 2.876 1.661 2.668  O10 0.964
12 H 1.498 1.157 2.221  O10 0.966
13 O -3.102 0.389 0.054  H14 0.961, H15 0.982
14 H -3.208 -0.564 0.110  O13 0.961
15 H -2.136 0.523 -0.062  O13 0.982
16 O 0.890 -2.335 -1.018  H17 0.963, H18 0.964
17 H 1.690 -2.499 -0.508  O16 0.963
18 H 0.241 -2.950 -0.658  O16 0.964


No. 2
5 unconnected molecules or ions with the total composition C2H14N2O4. Source: the OMol25 dataset; level of theory: the ωB97M-V functional and the def2-TZVPD basis.

The calculation puts the highest occupied orbital energy (spin up / spin down) at -4.461 / -4.459 eV. The energy relative to the best compared isomer or geometry (same formula, charge and spin) is 1.399 eV. As for the charge: -1. As for the spin multiplicity: 2. The calculation puts the total energy at -494.97631 a.u.

Each atom is followed by the atoms it is bonded to, with distances in Å.
Geometry (Å):
1 C -0.977 1.834 -0.902  N2 1.464, H5 1.105, H6 1.107, H7 1.110
2 N -0.144 0.699 -1.302  C1 1.464, C3 1.461, H8 1.039
3 C 1.194 0.833 -0.730  N2 1.461, N4 1.418, H9 1.095, H10 1.111
4 N 1.322 0.636 0.669  C3 1.418, H17 1.083, H20 1.042
5 H -2.034 1.553 -1.059  C1 1.105
6 H -0.773 2.750 -1.490  C1 1.107
7 H -0.813 2.192 0.136  C1 1.110
8 H -0.603 -0.098 -0.818  N2 1.039
9 H 1.974 0.327 -1.307  C3 1.095
10 H 1.445 1.905 -0.883  C3 1.111
11 H -3.387 -0.731 -0.090  O13 0.960
12 H -1.763 -0.137 1.073  O16 1.100
13 O -2.560 -0.248 -0.034  H11 0.960
14 H 2.988 -2.259 1.347  O19 0.962
15 H -1.429 -0.243 2.705  O16 0.958
16 O -0.995 -0.117 1.860  H12 1.100, H15 0.958
17 H 1.805 -0.286 0.967  N4 1.083
18 H 1.145 -2.248 -0.067  O22 1.005
19 O 2.407 -1.747 0.777  H14 0.962
20 H 0.412 0.607 1.176  N4 1.042
21 H 0.285 -3.039 -1.197  O22 0.954
22 O 0.499 -2.183 -0.833  H18 1.005, H21 0.954


> The highest energy relative to the best compared isomer or geometry (same formula, charge and spin) belongs to which entry?

H12O6